Entry from the Open Molecules 2025 dataset: a cluster of 13 separate species, C33H97N5O18 in total in a non-equilibrium geometry (ωB97M-V/def2-TZVPD).

Computed properties:
E_LUMO: 0.38 eV
Net charge: 0
DFT total energy: -2943.2282 hartree
Max |F|: 3.84 eV/Å

CARTESIAN COORDINATES (ANGSTROEM)
O  22.29  -19.19  -26.50
O  20.70  -23.21  -23.73
O  15.66  -24.96  -29.50
O  20.07  -26.96  -32.28
O  13.32  -23.48  -24.75
O  18.96  -21.69  -28.90
O  20.91  -18.65  -31.13
O  23.48  -20.66  -28.63
O  17.16  -25.49  -23.70
O  17.33  -13.77  -29.17
O  19.47  -25.21  -29.86
O  11.26  -18.85  -25.15
O  18.81  -19.31  -25.23
O  16.26  -20.89  -26.95
O  13.39  -20.86  -31.53
O  16.11  -27.16  -31.90
O  14.96  -21.30  -23.90
O  22.36  -23.81  -30.12
N  17.14  -17.23  -27.80
N  20.48  -23.80  -27.37
N  14.12  -19.22  -27.46
N  15.31  -18.74  -31.12
N  19.65  -20.93  -32.12
C  14.00  -20.09  -32.51
C  13.35  -19.04  -26.18
C  19.65  -18.43  -31.61
C  19.57  -26.60  -29.88
C  21.15  -19.09  -25.61
C  21.08  -22.98  -25.17
C  15.39  -26.35  -29.58
C  17.57  -24.20  -24.03
C  15.31  -20.86  -22.62
C  16.62  -21.52  -28.15
C  22.87  -22.47  -30.17
C  17.99  -22.27  -28.10
C  11.96  -18.47  -26.39
C  14.98  -26.85  -31.01
C  16.72  -16.03  -28.56
C  18.34  -19.49  -33.52
C  20.59  -27.06  -30.96
C  19.60  -19.56  -32.67
C  15.34  -15.70  -27.93
C  22.83  -21.92  -28.80
C  19.76  -19.48  -26.29
C  10.36  -19.99  -25.26
C  13.90  -23.44  -26.03
C  21.53  -25.40  -25.77
C  18.20  -12.74  -29.39
C  21.20  -17.93  -29.89
C  13.16  -22.21  -31.94
C  14.64  -17.72  -33.30
C  20.70  -24.20  -25.98
C  17.73  -14.84  -28.38
C  14.12  -18.24  -25.10
C  20.71  -21.99  -22.96
C  14.25  -18.64  -32.13
H  20.00  -26.01  -32.41
H  19.83  -26.92  -28.87
H  18.45  -11.95  -28.68
H  13.33  -18.24  -31.70
H  9.59  -20.01  -24.49
H  14.18  -26.26  -31.47
H  20.95  -26.21  -26.22
H  20.12  -21.20  -23.42
H  16.91  -23.46  -23.57
H  14.95  -16.76  -32.89
H  21.69  -21.53  -22.97
H  17.54  -24.25  -25.12
H  21.39  -23.70  -27.81
H  16.39  -21.00  -22.51
H  21.14  -18.09  -25.18
H  15.14  -19.67  -30.76
H  18.63  -20.11  -34.36
H  16.60  -20.75  -28.92
H  19.06  -20.91  -31.30
H  16.36  -17.87  -27.85
H  20.62  -22.09  -25.60
H  17.77  -12.11  -30.17
H  12.93  -22.85  -31.09
H  22.25  -21.84  -30.80
H  13.43  -20.19  -33.43
H  21.15  -16.87  -30.13
H  17.79  -14.48  -27.35
H  22.16  -22.86  -25.25
H  20.40  -22.29  -21.96
H  20.45  -19.50  -33.34
H  15.82  -22.23  -28.36
H  13.93  -22.71  -32.52
H  14.84  -16.66  -27.83
H  23.91  -22.51  -30.48
H  12.20  -22.19  -32.47
H  20.59  -21.12  -31.80
H  11.98  -17.39  -26.58
H  14.63  -21.38  -21.94
H  20.81  -28.09  -30.69
H  14.21  -22.42  -26.28
H  14.40  -17.21  -25.30
H  23.19  -20.32  -27.78
H  20.36  -18.04  -29.20
H  22.14  -18.18  -29.39
H  13.79  -22.76  -24.33
H  13.82  -17.38  -33.93
H  20.03  -24.47  -27.98
H  18.31  -22.23  -27.05
H  18.66  -15.22  -28.81
H  15.47  -15.19  -26.98
H  19.66  -24.41  -25.73
H  16.31  -26.87  -29.32
H  17.83  -26.07  -24.06
H  14.48  -27.80  -30.81
H  16.61  -16.44  -29.56
H  13.71  -18.31  -24.09
H  13.15  -20.01  -25.74
H  19.43  -18.89  -27.14
H  13.25  -23.82  -26.82
H  22.76  -18.37  -26.35
H  19.93  -20.48  -26.70
H  18.64  -24.02  -23.88
H  17.91  -23.31  -28.42
H  14.61  -26.76  -28.94
H  11.42  -18.81  -27.27
H  15.11  -18.71  -25.06
H  16.15  -24.93  -28.67
H  21.68  -25.76  -24.75
H  15.75  -20.11  -27.16
H  21.80  -21.85  -28.47
H  15.03  -19.81  -22.58
H  21.24  -19.79  -24.78
H  16.62  -26.38  -32.13
H  19.71  -22.28  -28.84
H  21.49  -26.46  -30.89
H  15.44  -18.21  -33.86
H  17.21  -16.89  -26.85
H  22.95  -24.47  -30.50
H  13.76  -18.44  -27.99
H  19.52  -17.54  -32.22
H  23.17  -22.60  -28.02
H  18.93  -24.88  -30.59
H  14.82  -24.01  -26.11
H  9.85  -19.83  -26.21
H  15.27  -18.01  -30.42
H  15.54  -20.96  -24.59
H  19.19  -12.90  -29.83
H  17.99  -18.56  -33.95
H  18.58  -26.98  -30.14
H  18.83  -18.38  -30.90
H  17.54  -19.96  -32.93
H  14.78  -15.06  -28.62
H  13.80  -20.04  -27.95
H  22.34  -25.31  -26.49
H  10.83  -20.97  -25.36
H  18.12  -19.95  -25.43
H  15.00  -20.44  -32.74